(1)
This record from the Open Molecules 2025 dataset describes a structure of composition C28H30N6OP2Ru. The level of theory is ωB97M-V/def2-TZVPD.

Summary:
relative energy (zero: lowest compared OMol25 entry of this formula, charge and spin) = 0.000 eV
multiplicity = 2
E_LUMO (alpha / beta) = -0.132 / -0.142 Eh
net charge = +1

Each line ends with the natural charge from an NBO analysis.
Positions of all 68 atoms, in Å:
Ru (-0.29827, -0.30285, -0.10752)  0.41
N (-0.51209, -0.64233, 2.36770)  -0.80
C (0.55076, -0.33494, 3.26236)  0.22
C (0.28064, 0.33636, 4.44946)  -0.25
C (1.28575, 0.57932, 5.36907)  -0.19
C (2.57404, 0.14161, 5.10631)  -0.21
C (2.84690, -0.50326, 3.91204)  -0.16
C (1.84817, -0.73224, 2.96419)  -0.12
C (2.20818, -1.29375, 1.64653)  -0.04
C (3.23291, -2.24589, 1.55614)  -0.20
C (3.72552, -2.67020, 0.33418)  -0.22
C (3.24501, -2.10212, -0.83346)  -0.18
C (2.21365, -1.17741, -0.74681)  -0.29
C (1.64260, -0.82737, 0.46114)  -0.09
H (-1.40056, -0.32185, 2.72472)  0.40
H (-0.55058, -1.64115, 2.15113)  0.43
H (-0.73720, 0.64567, 4.66588)  0.21
H (1.05948, 1.09477, 6.29303)  0.23
H (3.36324, 0.30341, 5.82837)  0.23
H (3.85990, -0.81374, 3.69193)  0.22
H (3.61124, -2.68044, 2.47231)  0.23
H (4.48952, -3.43544, 0.29075)  0.23
H (3.65660, -2.37710, -1.79543)  0.23
H (1.86109, -0.70852, -1.66167)  0.21
C (-0.14650, -1.06138, -3.61977)  -0.95
P (-1.04218, -0.06074, -2.38569)  1.15
C (-2.78167, -0.24535, -2.88295)  -0.94
C (-0.65572, 1.65041, -2.88786)  -0.35
C (-0.84576, 2.06181, -4.20674)  -0.19
C (-0.58485, 3.36992, -4.57759)  -0.18
C (-0.13930, 4.28257, -3.62927)  -0.20
C (0.06791, 3.87472, -2.32246)  -0.14
C (-0.17830, 2.55497, -1.94377)  -0.35
P (0.13606, 2.00537, -0.22982)  1.15
C (-0.78465, 3.23365, 0.75795)  -0.95
C (1.86298, 2.50114, 0.05954)  -0.94
H (-0.67638, -1.06074, -4.57159)  0.25
H (-0.06479, -2.08652, -3.25249)  0.28
H (0.85628, -0.66265, -3.76216)  0.26
H (-2.90733, 0.05966, -3.91945)  0.26
H (-3.41710, 0.36916, -2.24410)  0.26
H (-3.07369, -1.29022, -2.77328)  0.26
H (-1.19769, 1.35895, -4.95345)  0.22
H (-0.73106, 3.68082, -5.60392)  0.23
H (0.05111, 5.30989, -3.91130)  0.23
H (0.42948, 4.59008, -1.59301)  0.21
H (-0.28549, 4.20068, 0.72335)  0.25
H (-0.82935, 2.89498, 1.79457)  0.25
H (-1.79555, 3.33894, 0.36747)  0.24
H (2.03177, 3.54092, -0.21710)  0.24
H (2.52756, 1.85511, -0.51235)  0.26
H (2.08082, 2.36078, 1.12019)  0.26
N (-3.27674, -1.26306, 0.21132)  -0.33
C (-4.60224, -1.05599, 0.23675)  -0.01
C (-4.79652, 0.27252, 0.55370)  -0.33
C (-3.50615, 0.79489, 0.70509)  -0.03
N (-2.59146, -0.15047, 0.49846)  -0.31
H (-2.75292, -2.11430, 0.03209)  0.46
H (-5.30922, -1.84707, 0.04754)  0.24
H (-5.73251, 0.79124, 0.67178)  0.25
H (-3.21333, 1.79410, 0.98207)  0.22
O (-0.84588, -2.34428, -0.05901)  -0.67
N (-0.45827, -3.18232, 0.86696)  -0.01
C (0.46505, -4.01859, 0.57386)  -0.05
C (0.81235, -4.27657, -0.79869)  0.26
N (1.07412, -4.38977, -1.90986)  -0.28
C (1.11193, -4.70987, 1.64580)  0.25
N (1.65871, -5.21796, 2.51685)  -0.24

Cartesian forces (eV/Å) of the 3 atoms listed first:
-1.8 0.5 3.4
0.7 0.2 -1.5
0.0 0.1 0.4



(2)
This record from the Open Molecules 2025 dataset describes a structure of composition C8H25O9Pd. The level of theory is ωB97M-V/def2-TZVPD.

Summary:
multiplicity = 3
E_LUMO (alpha / beta) = -0.155 / -0.281 Eh
net charge = +1

Each line ends with the natural charge from an NBO analysis.
Positions of all 43 atoms, in Å:
Pd (2.13122, -0.33126, 0.18687)  1.34
O (0.38274, 0.75285, 0.21179)  -1.00
H (0.72105, 1.62311, 0.47477)  0.46
C (-2.76407, -0.00521, 1.69605)  -0.10
C (-2.05222, 0.74281, 2.79959)  -0.09
O (-1.26810, 1.83844, 2.35258)  -0.72
O (-1.87783, -0.85983, 0.94805)  -0.75
H (-3.24933, 0.67194, 0.98963)  0.19
H (-3.49536, -0.67881, 2.13890)  0.20
H (-1.44525, 0.01652, 3.35478)  0.15
H (-2.79798, 1.17010, 3.47039)  0.20
H (-0.66467, 1.52569, 1.67273)  0.45
H (-1.09868, -0.36124, 0.67411)  0.47
C (-0.39742, 1.63918, -3.30415)  -0.10
C (-1.38071, 1.62596, -4.42925)  -0.09
O (-1.68258, 0.34171, -4.91692)  -0.71
O (-1.09613, 1.22540, -2.12058)  -0.75
H (-0.07902, 2.67652, -3.14240)  0.17
H (0.44687, 0.96849, -3.48730)  0.15
H (-1.03051, 2.24013, -5.26253)  0.19
H (-2.28492, 2.16616, -4.11228)  0.18
H (-2.11509, -0.16570, -4.22281)  0.47
H (-0.44694, 1.00382, -1.44439)  0.48
C (0.27579, -3.24726, -2.04693)  -0.10
C (0.17951, -1.75545, -1.92751)  -0.10
O (1.49875, -1.19578, -1.65827)  -0.79
O (0.51546, -3.74083, -0.73578)  -0.73
H (1.14265, -3.52261, -2.67045)  0.16
H (-0.60646, -3.67915, -2.52229)  0.21
H (-0.52830, -1.49611, -1.14392)  0.24
H (-0.15164, -1.33331, -2.87765)  0.21
H (2.10980, -1.43580, -2.36294)  0.52
H (0.47981, -4.70210, -0.74213)  0.49
C (2.35239, 1.35667, 2.85696)  -0.09
C (1.65635, 0.46627, 3.81115)  -0.10
O (2.69854, -0.24017, 4.47182)  -0.74
O (3.10767, 0.56552, 1.90337)  -0.78
H (3.01459, 2.03076, 3.40110)  0.22
H (1.63439, 1.96561, 2.31424)  0.20
H (1.00739, -0.25172, 3.28571)  0.17
H (1.01341, 1.02728, 4.49332)  0.21
H (2.34938, -0.75776, 5.20398)  0.50
H (3.79547, 0.11914, 2.41860)  0.53

Cartesian forces (eV/Å) of the 3 atoms listed first:
-0.2 0.0 0.3
1.2 0.0 0.1
-0.3 0.1 -0.3



(3)
This record from the Open Molecules 2025 dataset describes a structure of composition C32H26FN9S3Sn. The level of theory is ωB97M-V/def2-TZVPD.

Summary:
relative energy (zero: lowest compared OMol25 entry of this formula, charge and spin) = 0.087 eV
E_LUMO = -0.029 Eh
net charge = 0

Each line ends with the Mulliken charge.
Positions of all 72 atoms, in Å:
Sn (-0.05946, -0.76804, 0.11225)  0.98
C (0.84443, -3.80537, -3.14523)  -0.83
C (0.82392, -3.06850, -4.31508)  -0.58
C (0.75264, -1.68718, -4.24490)  -1.03
C (0.70057, -1.08670, -2.99741)  0.16
N (0.71703, -1.80491, -1.87345)  0.56
C (0.77998, -3.13353, -1.93723)  -0.11
C (0.55854, 0.38013, -2.82624)  0.91
C (0.87392, 1.27732, -3.83506)  -0.86
C (0.67086, 2.62854, -3.61420)  -1.33
C (0.14555, 3.04528, -2.40744)  -0.52
C (-0.13765, 2.09599, -1.43426)  0.20
N (0.09144, 0.79581, -1.64427)  0.82
C (-0.74249, 2.45382, -0.12487)  0.29
C (-1.20876, 3.72275, 0.18727)  -0.48
C (-1.81487, 3.92273, 1.41754)  -0.89
C (-1.95914, 2.85662, 2.28926)  -0.82
C (-1.47089, 1.62219, 1.89829)  -0.42
N (-0.86715, 1.44198, 0.73019)  0.65
H (0.88691, -4.88464, -3.15818)  0.46
H (0.84518, -3.56188, -5.27753)  0.43
H (0.69533, -1.09621, -5.14666)  0.37
H (0.78101, -3.65075, -0.98659)  0.38
H (1.28280, 0.92644, -4.77029)  0.46
H (0.91928, 3.35071, -4.38031)  0.44
H (-0.02163, 4.09397, -2.21619)  0.43
H (-1.12297, 4.54027, -0.51194)  0.45
H (-2.18635, 4.90362, 1.68258)  0.44
H (-2.45076, 2.96617, 3.24511)  0.52
H (-1.58533, 0.74463, 2.52794)  0.34
N (-0.99494, -2.23051, 3.46606)  -0.15
C (-0.35310, -3.22693, 4.10246)  0.59
N (-0.81699, -3.59533, 5.31148)  -0.33
N (0.71347, -3.85108, 3.63762)  -0.81
C (1.02284, -3.57131, 2.38896)  0.61
N (1.29332, -3.32210, 1.28755)  -0.60
H (-1.97698, -2.03682, 3.67370)  -0.11
H (-0.77301, -2.11469, 2.48468)  -0.22
H (-1.48768, -3.02638, 5.79466)  0.21
H (-0.26815, -4.25480, 5.83269)  0.25
F (2.43707, 5.37366, 1.67933)  -0.38
C (2.37451, 4.04708, 1.41421)  0.33
C (1.97782, 3.18076, 2.41576)  -0.66
C (1.90732, 1.82764, 2.13367)  -0.30
C (2.21324, 1.31875, 0.86476)  0.59
C (2.63107, 2.23264, -0.10380)  -0.14
C (2.71500, 3.59529, 0.15927)  -0.82
H (1.73472, 3.56965, 3.39583)  0.47
H (1.59408, 1.14008, 2.91206)  0.41
H (2.90132, 1.86933, -1.09026)  0.40
H (3.04455, 4.29876, -0.59464)  0.47
S (-4.06487, -1.05532, 3.20059)  -0.36
C (-3.74883, -1.58016, 1.62583)  0.38
S (-3.80170, -0.52357, 0.26409)  -0.11
C (-3.14660, -1.78016, -0.78906)  -0.01
N (-2.99521, -2.90626, -0.15410)  -0.94
N (-3.35680, -2.78365, 1.18113)  0.88
C (-3.18988, -3.97350, 1.95430)  -0.24
C (-4.10003, -4.31796, 2.94272)  -0.49
C (-3.89814, -5.48085, 3.67250)  -0.66
C (-2.80404, -6.29393, 3.41724)  -0.56
C (-1.91061, -5.94758, 2.41230)  -0.56
C (-2.10283, -4.79294, 1.67268)  0.25
S (-2.70346, -1.41076, -2.38065)  -0.30
H (-4.95244, -3.68616, 3.13891)  0.43
H (-4.60967, -5.75158, 4.44196)  0.41
H (-2.65084, -7.19697, 3.99386)  0.40
H (-1.05252, -6.57344, 2.20375)  0.36
H (-1.41872, -4.51087, 0.88454)  0.51
C (2.04055, -0.11968, 0.55459)  -1.89
H (2.62707, -0.41806, -0.31596)  0.56
H (2.33042, -0.76102, 1.38786)  0.73

Cartesian forces (eV/Å) of the 3 atoms listed first:
0.0 -0.1 0.1
0.0 0.0 0.0
0.0 0.0 0.0



(4)
This record from the Open Molecules 2025 dataset describes a cluster of 3 separate species, C3H10O3 in total. The level of theory is ωB97M-V/def2-TZVPD.

Summary:
SMILES = C/C=C/O.O.O
relative energy (zero: lowest compared OMol25 entry of this formula, charge and spin) = 1.486 eV
E_LUMO = 0.012 Eh
net charge = 0

Each line ends with the natural charge from an NBO analysis.
Positions of all 16 atoms, in Å:
C (1.02013, -1.62099, -0.77534)  -0.63
C (0.47224, -0.53096, 0.16344)  -0.26
C (-0.82465, -0.34245, 0.27857)  0.11
O (-1.44151, 0.91810, 0.28291)  -0.73
H (1.93553, -2.06951, -0.40558)  0.21
H (0.18329, -2.32807, -0.70742)  0.21
H (1.13297, -1.15459, -1.76124)  0.21
H (1.15798, 0.25732, 0.44921)  0.19
H (-1.55107, -1.14492, 0.08853)  0.15
H (-1.23919, 1.18691, -0.62417)  0.50
O (-0.21453, 0.51818, 3.80607)  -0.93
H (-0.13609, -0.43785, 3.73409)  0.46
H (-0.16195, 0.72856, 2.85729)  0.47
O (-0.26452, 1.71632, -2.24046)  -0.95
H (-0.67432, 2.56554, -2.49754)  0.48
H (0.60569, 1.73840, -2.64837)  0.48

Cartesian forces (eV/Å) of the 3 atoms listed first:
-1.2 0.3 2.0
1.5 0.2 -0.9
-1.5 0.2 -0.9



(5)
This record from the Open Molecules 2025 dataset describes the molecule C4H8O2. The level of theory is ωB97M-V/def2-TZVPD.

Summary:
SMILES = C[C@H]1COCO1
relative energy (zero: lowest compared OMol25 entry of this formula, charge and spin) = 3.723 eV
E_LUMO = 0.041 Eh
net charge = 0

Each line ends with the natural charge from an NBO analysis.
Positions of all 14 atoms, in Å:
C (-0.03718, 1.26478, 1.36301)  -0.66
C (0.11410, -0.01771, 0.59354)  0.08
C (-0.95459, 0.03302, -0.97037)  -0.09
O (-0.29190, -0.91531, -1.75512)  -0.54
C (0.75572, -1.32426, -0.92025)  0.21
O (1.24223, -0.19167, -0.25123)  -0.53
H (-0.65112, 1.04172, 2.24734)  0.22
H (0.91613, 1.67622, 1.71736)  0.23
H (-0.55847, 1.99147, 0.74351)  0.21
H (0.30451, -0.80787, 1.36840)  0.19
H (-2.01736, -0.01768, -1.32061)  0.20
H (-0.59318, 1.04027, -1.19176)  0.16
H (0.26458, -1.91607, -0.13382)  0.14
H (1.50654, -1.85692, -1.49001)  0.18

Cartesian forces (eV/Å) of the 3 atoms listed first:
-0.1 0.2 -0.2
-0.7 0.4 -0.5
0.3 0.3 0.9